Below is C52H88N7P3Si2Ti as an isolated structure at a distorted geometry, with properties calculated with ωB97M-V/def2-TZVPD.

As for the multiplicity: 3. As for the HOMO energy (alpha / beta): -0.379 / -0.425 hartree. As for the net charge: +2. The calculation puts the gap between HOMO and LUMO (alpha / beta) at 5.839 / 7.085 eV.

```
153
Properties=species:S:1:pos:R:3:forces:R:3:mulliken_spin:R:1
Ti 0.092248 -0.335425 0.400596 -1.0 -1.2 -0.1 1.57
C -2.708899 2.143897 3.962070 0.4 0.1 -0.5 0.00
Si -2.053523 2.233568 2.164188 -0.8 0.5 -0.2 0.04
C -3.700550 2.138977 1.167792 0.6 -0.2 0.2 -0.01
C -1.478971 3.994903 1.654657 -0.1 -0.6 0.2 0.00
N -0.866951 1.002355 1.807786 -0.6 0.6 0.7 0.03
P 0.525103 0.965076 2.697665 1.1 0.5 -0.6 0.07
C 1.727706 0.283898 1.639547 -1.0 -1.4 1.7 0.11
P 2.064120 -1.414993 1.781670 0.8 1.5 -0.2 -0.08
N 0.978100 -2.183829 0.819110 0.6 -1.1 0.2 0.00
Si 1.222522 -3.865717 0.410100 -0.1 -0.8 -0.5 0.03
C 2.821861 -4.606071 1.129373 -0.5 0.4 -0.1 0.00
C 1.248637 -4.198362 -1.484004 0.0 0.3 0.8 0.01
C -0.220339 -5.019731 0.997217 0.5 0.6 -0.2 0.00
C 3.731858 -1.636812 1.045907 -0.2 -0.2 -0.1 -0.02
C 3.751464 -1.781048 -0.337202 -0.1 -0.1 0.1 -0.01
C 4.937994 -1.940057 -1.028621 0.0 0.0 -0.1 0.00
C 6.138672 -1.942007 -0.338913 0.0 0.0 -0.1 0.00
C 6.132715 -1.795223 1.038700 0.1 0.0 0.1 0.00
C 4.940784 -1.652340 1.732351 -0.1 0.0 0.0 0.00
C 2.191126 -2.078552 3.463253 -0.1 0.2 -0.3 0.03
C 3.009955 -1.394107 4.358025 0.0 -0.2 0.0 0.00
C 3.170513 -1.873819 5.645663 0.1 -0.1 -0.1 0.00
C 2.516459 -3.029080 6.041083 0.0 0.0 0.0 0.00
C 1.678421 -3.691815 5.161075 -0.1 -0.2 0.0 0.00
C 1.498494 -3.207538 3.878057 0.2 0.1 -0.1 -0.01
C 0.312344 0.337655 4.401078 0.1 -0.1 -0.3 -0.01
C -0.646509 -0.601339 4.766868 0.1 0.1 -0.1 0.02
C -0.722550 -1.038696 6.079223 -0.2 -0.1 0.0 0.00
C 0.162644 -0.559409 7.031127 0.0 0.1 0.0 0.00
C 1.134287 0.359390 6.666910 -0.1 0.1 0.1 0.00
C 1.215825 0.796702 5.357982 -0.2 0.1 0.0 0.00
C 1.074547 2.670567 3.065842 0.0 -0.1 0.0 0.02
C 0.441096 3.465596 4.016807 0.1 0.0 -0.1 0.00
C 0.852972 4.768910 4.221549 -0.1 0.1 0.1 0.00
C 1.898685 5.297322 3.480388 0.0 0.0 0.0 0.00
C 2.563109 4.497793 2.566204 0.0 0.1 -0.1 0.00
C 2.157842 3.188452 2.369764 0.0 -0.1 0.0 0.00
H -2.656907 3.116719 4.439376 0.0 0.2 0.1 0.00
H -3.753828 1.847637 3.978445 -0.2 -0.1 -0.1 0.00
H -2.160601 1.442910 4.583606 0.1 0.0 0.1 0.00
H -4.266971 3.010240 1.476976 -0.1 0.3 0.2 0.00
H -3.592063 2.214546 0.090675 0.1 0.0 -0.3 0.00
H -4.328166 1.286786 1.405424 -0.1 -0.3 0.1 0.00
H -1.561408 4.678332 2.492322 0.0 0.2 0.2 0.00
H -0.448554 4.033044 1.314759 0.2 0.0 0.0 0.00
H -2.109034 4.389289 0.863249 -0.2 0.0 -0.2 0.00
H 3.598197 -4.681299 0.372294 0.1 0.1 -0.1 0.00
H 3.210445 -3.993624 1.938594 0.1 -0.1 0.1 0.00
H 2.645891 -5.602720 1.522871 -0.1 -0.2 0.1 0.00
H 2.019456 -3.653329 -2.017082 0.2 0.2 0.0 0.00
H 1.470085 -5.253382 -1.602044 0.1 -0.3 0.0 0.00
H 0.307069 -4.015091 -1.992432 -0.2 0.1 -0.1 0.00
H -0.719509 -4.726462 1.916181 -0.1 0.1 0.2 0.00
H -0.972755 -5.157111 0.226747 -0.2 0.0 -0.2 0.00
H 0.204305 -6.001739 1.170901 0.1 -0.2 0.1 0.00
H 2.801063 -1.808147 -0.852158 0.1 0.0 -0.1 0.01
H 4.922498 -2.080179 -2.101448 0.0 0.0 -0.1 0.00
H 7.066505 -2.069934 -0.876490 0.1 0.0 0.0 0.00
H 7.067134 -1.807740 1.578803 0.1 0.0 0.1 0.00
H 4.961362 -1.582549 2.809490 0.0 0.0 0.0 0.00
H 3.500165 -0.481779 4.040797 0.0 0.0 0.0 0.00
H 3.806609 -1.353841 6.345729 0.1 0.1 0.0 0.00
H 2.653940 -3.407260 7.042552 0.0 -0.1 0.1 0.00
H 1.176056 -4.595636 5.472481 -0.1 0.0 0.0 0.00
H 0.837908 -3.712465 3.188235 0.0 -0.1 0.0 0.00
H -1.345620 -0.973663 4.026284 0.0 0.0 0.0 -0.01
H -1.482915 -1.750882 6.368023 0.0 -0.1 0.0 0.00
H 0.098245 -0.905624 8.052254 0.0 0.0 0.1 0.00
H 1.827131 0.736577 7.405090 0.1 0.0 0.0 0.00
H 1.979617 1.508325 5.072377 0.0 0.0 0.1 0.00
H -0.362249 3.054824 4.607457 -0.1 0.0 0.1 0.00
H 0.358636 5.377386 4.963710 -0.1 0.1 0.1 0.00
H 2.194449 6.325719 3.620786 0.1 0.1 0.1 0.00
H 3.404252 4.888090 2.011946 0.1 0.1 0.0 0.00
H 2.696924 2.534106 1.699500 0.0 0.0 0.0 0.01
N 1.883536 3.432409 -4.798088 -0.1 0.0 -0.1 0.00
C 1.808386 2.659329 -3.497246 0.1 -0.3 0.5 0.00
C 3.005583 1.732244 -3.393129 -0.3 -0.3 0.2 0.01
C 2.865491 0.890683 -2.101708 0.5 0.3 -0.1 -0.02
N 1.700997 0.020727 -2.215100 -0.2 -0.5 -0.1 -0.19
C 2.747596 1.826508 -0.903102 -0.2 -0.3 0.0 -0.02
C 1.583619 2.811474 -1.023185 0.7 0.3 0.2 -0.02
N 0.315224 2.085233 -0.999576 -0.4 -0.2 0.4 0.16
C 1.745778 3.622326 -2.327453 -0.3 -0.3 0.1 0.00
H 1.925720 2.790321 -5.599846 -0.1 0.2 0.2 0.00
H 2.734151 4.011093 -4.804324 -0.2 -0.1 -0.1 0.00
H 1.072354 4.055212 -4.901600 0.2 -0.2 -0.1 0.00
H 0.894750 2.057367 -3.489006 0.1 0.2 -0.3 0.00
H 3.933060 2.304610 -3.327735 0.1 0.1 -0.1 0.00
H 3.058780 1.065813 -4.256784 0.0 0.0 -0.1 0.00
H 3.799005 0.316978 -1.980999 -0.2 0.2 0.0 -0.01
H 1.305118 -0.221035 -1.274869 1.0 0.2 -1.3 0.16
H 1.953413 -0.836123 -2.700926 -0.1 -0.1 0.2 -0.01
H 3.684707 2.371386 -0.780883 0.0 0.1 0.0 0.00
H 2.587553 1.204594 -0.007470 0.2 0.3 -0.2 0.05
H 1.657223 3.530111 -0.189556 0.0 -0.1 -0.2 -0.01
H -0.455979 2.738637 -0.883127 0.0 -0.1 0.2 0.03
H 0.303447 1.487330 -0.143606 0.2 2.1 -0.6 -0.17
H 2.672494 4.194917 -2.253484 0.0 0.1 0.0 0.00
H 0.910742 4.316053 -2.437475 -0.1 0.1 0.0 0.00
C -3.402395 -3.461013 -0.599741 0.4 -0.5 -0.6 0.00
C -2.080498 -2.719347 -0.908820 0.3 -0.3 -0.3 0.07
N -1.937856 -1.546147 -0.062651 0.1 0.2 -0.1 -0.08
C -2.005192 -1.923666 1.345507 -0.1 -0.3 0.7 0.14
C -3.332388 -2.641702 1.667603 0.4 0.0 0.8 0.01
N -4.135216 -2.684605 0.423979 -0.6 -0.3 0.1 0.00
C -4.388660 -1.312724 -0.075593 -0.2 0.9 -0.2 0.00
C -3.026296 -0.638385 -0.369394 -0.3 0.3 -0.1 0.02
H -3.210238 -4.458561 -0.202893 -0.1 0.1 0.1 0.00
H -4.031658 -3.562571 -1.485480 0.0 0.1 0.1 0.00
H -2.071939 -2.396432 -1.952097 0.0 0.0 0.1 0.01
H -1.228339 -3.375308 -0.741153 -0.2 0.0 -0.1 -0.04
H -1.898426 -1.001533 1.931762 -0.1 -0.3 -0.1 0.01
H -1.147907 -2.566156 1.565369 -0.3 0.1 0.0 -0.01
H -3.895476 -2.121263 2.445320 -0.1 0.0 -0.2 0.00
H -3.161879 -3.667637 2.002722 -0.1 0.1 -0.1 0.00
H -5.031045 -3.139446 0.620475 0.2 0.1 -0.1 0.00
H -4.939626 -0.761878 0.688379 0.0 -0.2 0.0 0.00
H -5.018760 -1.379945 -0.964953 0.1 -0.1 0.1 0.00
H -2.896066 0.257187 0.236335 -0.1 -0.2 -0.1 0.07
H -2.944568 -0.356252 -1.421455 0.0 0.0 0.2 0.00
C -2.367585 3.366624 -3.332047 0.2 0.1 -0.1 0.00
C -1.969853 2.381063 -4.432636 -0.1 -0.3 0.5 0.00
C -2.822644 2.618414 -5.674158 0.3 -0.1 0.0 0.00
P -1.906559 0.661599 -3.625065 0.0 -0.2 -1.0 0.02
C -3.526949 -0.216993 -4.081661 0.4 0.1 0.1 0.00
C -4.692824 0.538600 -3.436569 0.2 -0.1 0.0 0.00
C -3.862089 -0.575786 -5.524887 0.0 -0.1 0.1 0.00
C -0.539649 -0.174989 -4.638759 -0.3 0.2 0.3 0.00
C -0.467727 -1.653913 -4.265686 0.1 0.3 0.1 0.01
C -0.489352 0.019865 -6.150263 0.0 0.0 0.2 0.00
H -2.273832 4.397437 -3.674834 0.0 0.1 0.0 0.00
H -1.741207 3.229790 -2.452971 0.0 0.1 0.1 0.00
H -3.402777 3.212069 -3.037685 -0.1 0.0 0.1 0.00
H -0.920420 2.583440 -4.694586 0.0 -0.1 0.0 0.00
H -3.879070 2.494637 -5.457629 -0.1 0.0 0.0 0.00
H -2.547297 1.958945 -6.491489 -0.1 0.0 -0.1 0.00
H -2.683513 3.645438 -6.012792 0.0 0.1 0.0 0.00
H -3.414364 -1.172445 -3.540273 0.0 0.1 0.0 0.00
H -4.943796 1.427332 -4.005982 -0.1 0.1 0.0 0.00
H -4.465210 0.850303 -2.418714 0.0 0.1 0.1 0.00
H -5.582552 -0.088155 -3.410381 -0.1 -0.1 0.0 0.00
H -3.901127 0.286975 -6.177101 0.0 0.1 -0.1 0.00
H -4.845703 -1.042727 -5.548495 -0.1 -0.1 -0.1 0.00
H -3.156996 -1.291555 -5.934137 0.1 -0.1 -0.1 0.00
H 0.350481 0.290022 -4.193381 -0.2 -0.1 0.0 0.01
H -1.347654 -2.193104 -4.609421 -0.1 -0.1 0.0 0.00
H -0.365624 -1.759784 -3.183975 0.0 -0.1 0.0 0.00
H 0.402435 -2.115433 -4.728883 0.1 -0.1 0.0 0.00
H -1.270272 -0.545204 -6.649926 -0.1 0.0 -0.1 0.00
H 0.468084 -0.339040 -6.528435 0.1 -0.1 -0.1 0.00
H -0.583850 1.066597 -6.427295 0.0 0.1 -0.1 0.00
```
Positions in Å, forces in eV/Å.